Entry 1:
Density functional theory data (ωB97M-V/def2-TZVPD) for C29H19N10PPm as an isolated structure in a non-equilibrium geometry.

Lowest unoccupied orbital energy (spin up / spin down) ... 1.425 / 1.449 eV
DFT total energy ... -2613.71990 hartree
Orbital gap (spin up / spin down) ... 6.81 / 6.84 eV
HOMO energy (spin up / spin down) ... -5.39 / -5.39 eV

```
! wB97M-V def2-TZVPD RIJCOSX def2/J DEFGRID3
* xyz -1 5
Pm -12.54023 -15.07856 6.06131
N -15.93708 -15.88710 5.48155
C -15.72507 -15.06123 6.57484
N -16.57358 -14.81995 7.56550
N -15.96467 -13.83059 8.28600
N -14.77834 -13.54732 7.70909
N -14.57492 -14.35978 6.66975
C -15.25002 -15.90582 4.28380
N -15.73150 -16.52239 3.18606
N -14.74958 -16.34298 2.26087
N -13.78602 -15.66842 2.74817
N -13.99996 -15.33535 4.07295
H -16.88538 -16.28121 5.50694
C -6.86182 -12.35508 1.67385
C -6.82116 -13.60379 2.27259
C -7.72946 -13.92554 3.27241
C -8.77550 -13.03893 3.56970
C -8.75278 -11.78787 2.99801
C -7.77270 -11.41228 2.09725
P -10.18082 -13.57386 4.52334
C -10.01275 -15.26827 4.95771
C -10.57280 -16.24849 4.09469
C -10.31454 -17.59913 4.35105
C -9.49306 -18.03413 5.37101
C -8.96798 -17.06634 6.22260
C -9.19316 -15.72599 6.03848
C -10.08548 -12.87501 6.17718
C -9.02876 -12.04998 6.60528
C -9.00249 -11.61132 7.92982
C -10.11052 -11.76964 8.75714
C -11.15614 -12.53410 8.32094
C -11.08761 -13.15059 7.07616
H -6.17767 -12.08231 0.87247
H -6.08299 -14.35235 1.99272
H -7.68507 -14.93150 3.68531
H -9.49789 -11.04553 3.33442
H -7.97174 -10.45618 1.60933
H -11.12445 -15.95918 3.18990
H -10.86408 -18.33153 3.80241
H -9.27042 -19.10687 5.53434
H -8.22041 -17.36063 6.99963
H -8.75209 -14.93141 6.64926
H -8.22747 -11.81496 5.88653
H -8.06950 -11.15378 8.25372
H -10.22725 -11.29787 9.72710
H -12.02972 -12.76228 8.89465
N -7.99355 -21.96673 11.51092
C -8.69650 -21.25693 10.91299
C -9.54417 -20.33596 10.22559
C -9.93320 -19.08769 10.76107
C -10.81385 -18.27867 9.98088
C -11.14163 -18.62273 8.61859
C -10.67317 -19.91019 8.08775
C -9.88426 -20.72466 8.88941
C -12.02145 -17.82553 7.86080
C -12.72902 -17.21599 7.03152
H -9.60551 -18.84682 11.75697
H -11.22788 -17.35495 10.39663
H -11.01388 -20.19379 7.10513
H -9.58786 -21.74180 8.58639
*
```

Mulliken population analysis, charges in e, atoms 1 to 8: number 1, Pm, carries 0.939; number 2, N, carries -0.047; number 3, C, carries 0.442; number 4, N, carries -0.535; number 5, N, carries -0.529; number 6, N, carries -0.378; number 7, N, carries 0.263; number 8, C, carries 0.467



Entry 2:
Density functional theory data (ωB97M-V/def2-TZVPD) for a 2-piece molecular cluster, ClHNO2S overall in a non-equilibrium geometry.

Energy above the lowest of the compared OMol25 structures with the same formula, charge and spin ... 332.0 kJ/mol
Lowest unoccupied orbital energy (spin up / spin down) ... 1.985 / 1.972 eV
DFT total energy ... -1064.14975 hartree
Orbital gap (spin up / spin down) ... 6.62 / 6.61 eV
HOMO energy (spin up / spin down) ... -4.64 / -4.64 eV

```
! wB97M-V def2-TZVPD RIJCOSX def2/J DEFGRID3
* xyz -1 1
N -2.86151 0.20683 0.34605
O 0.69243 -0.62605 -1.34359
O 1.76316 -0.90986 0.92994
S 0.75506 -0.21774 0.10254
Cl 1.65301 1.79400 0.04503
H -2.00215 -0.24717 -0.07998
*
```

From a Mulliken analysis of the wavefunction, the atomic charges in e read: number 1, N, carries -0.266; number 2, O, carries -0.531; number 3, O, carries -0.540; number 4, S, carries 0.496; number 5, Cl, carries -0.425; number 6, H, carries 0.267



Entry 3:
Density functional theory data (ωB97M-V/def2-TZVPD) for a 5-piece molecular cluster, C29H54ClIN3O14S overall in a non-equilibrium geometry.

Lowest unoccupied orbital energy ... -2.946 eV
DFT total energy ... -3510.74950 hartree
Orbital gap ... 9.02 eV
HOMO energy ... -11.97 eV

```
! wB97M-V def2-TZVPD RIJCOSX def2/J DEFGRID3
* xyz 1 1
O -1.12699 -0.42995 -0.19930
C -0.53148 -0.53192 1.12801
C -1.61694 -0.57608 2.31862
C -2.61606 0.70598 2.25471
C -3.84488 0.42788 1.26579
C -4.33863 1.67705 0.39775
C -3.88019 1.54273 -1.14864
N -3.92923 2.86777 -1.88443
C -2.92905 3.87483 -1.32312
Cl -1.43335 3.68124 -2.40620
C -2.62208 3.64100 0.23095
C -2.13583 4.94327 1.02734
C -1.02189 5.81912 0.27903
S 0.70648 5.25532 0.70756
C 1.20475 3.86326 -0.37126
N 2.19938 3.95106 -1.39542
N 2.33182 2.76538 -2.07283
C 1.39246 1.85612 -1.42676
O 0.71068 2.51557 -0.38733
C -3.97161 3.12250 0.98790
I -5.67728 4.49555 0.64145
H -0.67363 0.29488 -0.68576
H 0.20882 0.34155 1.23554
H 0.08098 -1.50173 1.16745
H -1.01526 -0.43160 3.28621
H -2.19580 -1.55462 2.28832
H -1.95306 1.58928 1.98084
H -3.06674 0.82984 3.31013
H -3.54494 -0.44068 0.56647
H -4.75106 0.04141 1.85151
H -5.49020 1.62104 0.36938
H -4.68722 0.88830 -1.64773
H -2.89559 0.98934 -1.28854
H -4.88215 3.25630 -1.97305
H -3.62129 2.64364 -2.85830
H -3.42148 4.89418 -1.43538
H -1.76943 2.87696 0.29218
H -1.64631 4.56168 2.00142
H -2.97835 5.63949 1.36630
H -1.19633 5.93590 -0.84794
H -1.10232 6.88887 0.70624
H 1.22572 0.77061 -1.74854
H -3.79468 3.15734 2.10936
C 2.69666 -6.15284 1.47586
C 2.59345 -6.13904 2.98949
O 3.64150 -5.35513 3.57361
C 3.48139 -4.02528 3.49956
O 2.54662 -3.44676 2.99942
O 4.55981 -3.44636 4.05283
C 4.57086 -2.02359 3.94578
H 3.69083 -6.48089 1.16216
H 1.94885 -6.82124 1.04421
H 2.54522 -5.15490 1.05848
H 2.71639 -7.15592 3.36880
H 1.61481 -5.78561 3.32568
H 3.65100 -1.58748 4.34107
H 4.71841 -1.73110 2.90391
H 5.40937 -1.64751 4.53325
C 7.49881 -0.68585 10.34653
C 7.61025 -2.17184 10.06163
O 6.32938 -2.73946 9.75904
C 5.85963 -2.48628 8.52795
O 6.41537 -1.84146 7.67188
O 4.64563 -3.05153 8.42209
C 3.98630 -2.76628 7.19099
H 6.76133 -0.50001 11.13156
H 8.46254 -0.27981 10.66047
H 7.16744 -0.13604 9.46289
H 7.97508 -2.68412 10.95474
H 8.32253 -2.37790 9.25811
H 4.61221 -3.02506 6.33690
H 3.70400 -1.71114 7.15678
H 3.07835 -3.36930 7.14785
C -0.27192 -3.59351 -6.90569
C -0.31774 -3.56358 -5.38951
O 0.77489 -2.80586 -4.85205
C 0.65164 -1.47362 -4.93295
O -0.28323 -0.86910 -5.40096
O 1.76413 -0.91909 -4.42449
C 1.80466 0.50085 -4.55760
H 0.69958 -3.95382 -7.25298
H -1.05474 -4.24285 -7.30258
H -0.40939 -2.59522 -7.32700
H -0.21075 -4.58034 -5.00512
H -1.27230 -3.17812 -5.02049
H 0.90824 0.96782 -4.14305
H 1.92595 0.77028 -5.60884
H 2.66899 0.86684 -4.00241
C -2.87413 0.85267 -5.35722
C -2.50033 1.81675 -6.46615
O -3.33618 1.63384 -7.61285
C -4.57356 2.14489 -7.51140
O -5.02360 2.73632 -6.55780
O -5.23480 1.85844 -8.64245
C -6.60607 2.25408 -8.62658
H -2.86406 -0.17620 -5.72277
H -2.17769 0.93881 -4.51976
H -3.88422 1.04775 -4.98543
H -1.47670 1.61497 -6.78926
H -2.53265 2.85650 -6.12772
H -6.71192 3.31051 -8.37247
H -7.16444 1.63149 -7.92416
H -7.01109 2.09759 -9.62662
*
```

Mulliken population analysis, charges in e, atoms 1 to 8: number 1, O, carries -0.491; number 2, C, carries -0.116; number 3, C, carries -0.941; number 4, C, carries -0.059; number 5, C, carries -1.017; number 6, C, carries 0.704; number 7, C, carries -0.983; number 8, N, carries 0.109



Entry 4:
Density functional theory data (ωB97M-V/def2-TZVPD) for C6H15Cl2CrNO2P as an isolated structure in a non-equilibrium geometry.

Lowest unoccupied orbital energy (spin up / spin down) ... -11.799 / -9.490 eV
DFT total energy ... -2748.46669 hartree
Orbital gap (spin up / spin down) ... 4.48 / 6.79 eV
HOMO energy (spin up / spin down) ... -16.28 / -16.28 eV

```
! wB97M-V def2-TZVPD RIJCOSX def2/J DEFGRID3
* xyz 2 4
C -0.03680 -4.28726 -2.84354
C 0.06981 -3.51719 -1.56191
H -1.08733 -4.47339 -3.06791
H 0.48157 -5.24963 -2.75982
H 0.40561 -3.72073 -3.66969
O -0.81882 -3.16557 -0.82165
Cl 1.77052 -3.11976 -1.18178
Cr 0.09966 0.10148 1.56035
P -0.01005 1.97210 0.10134
C -1.38717 3.13758 0.12245
C 1.48611 2.97639 0.28540
H 0.86084 0.50584 -1.59642
H 0.15849 1.98914 -2.32470
H -0.90709 0.68485 -1.72106
C 0.03320 1.22445 -1.54582
H 2.36328 2.31940 0.29140
H 1.58096 3.71296 -0.52462
H -1.28795 3.90193 -0.66231
H -1.42089 3.64065 1.09942
H 1.44119 3.50785 1.24553
H -2.33361 2.60068 -0.02416
C -1.69514 0.79093 2.31390
O -2.60265 1.27035 2.87225
Cl 2.23009 -0.40764 1.05618
N 0.11390 -1.39380 3.12361
H -0.64187 -1.38563 3.82207
H 0.98951 -1.26429 3.65325
H 0.14464 -2.35168 2.75823
*
```

Mulliken population analysis, charges in e, atoms 1 to 8: number 1, C, carries -0.966; number 2, C, carries 0.710; number 3, H, carries 0.297; number 4, H, carries 0.330; number 5, H, carries 0.324; number 6, O, carries -0.487; number 7, Cl, carries -0.185; number 8, Cr, carries 0.038